# 1
6
Properties=species:S:1:pos:R:3 method="wB97M-V/def2-TZVPD" e_homo_ha=-0.1058 molar_mass_da=99.2 total_charge=-1 e_lumo_ev=3.233 e_above_lowest_ev=0.960
S 0.13 -1.64 -0.74
S -1.23 -0.66 0.48
S 1.12 2.16 0.32
H -0.15 0.12 0.51
H 0.07 2.96 0.51
H -0.41 -0.91 -1.93

***

# 2
71
Properties=species:S:1:pos:R:3 method="wB97M-V/def2-TZVPD" e_homo_ha=-0.2656 molar_mass_da=519.9 e_lumo_ev=0.286 e_above_lowest_ev=0.405
Mg -0.15 0.05 -0.27
O 0.20 0.14 1.64
O 0.28 1.45 -1.61
N 1.13 -2.02 -0.44
N -1.73 -1.06 -1.78
N -1.23 -2.22 1.25
N 2.44 0.27 -0.12
N -1.90 1.34 0.06
C -1.40 -2.09 2.52
C 2.47 -1.97 -0.87
C 0.22 1.06 3.80
C -0.89 -0.09 5.61
C -1.86 -3.38 0.65
C 5.16 -1.70 -1.66
C -0.14 0.98 5.12
C 3.16 -0.74 -0.67
C -0.60 4.71 -0.22
C -0.93 -1.02 3.37
C 4.41 1.62 -0.15
C -0.67 3.34 -0.47
C 1.32 4.91 -1.61
C 3.12 -3.00 -1.49
C -3.14 0.69 0.42
C -2.19 -2.46 -1.72
C 1.27 3.57 -1.89
C 0.39 5.51 -0.75
C -1.80 2.60 0.07
C -0.16 0.06 2.87
C 3.04 1.40 0.14
C -1.27 -1.08 4.73
C 0.29 2.72 -1.33
C 4.51 -0.61 -1.03
C 4.47 -2.86 -1.90
C -3.81 0.21 -0.88
C -2.84 -2.98 -0.44
C 5.13 0.63 -0.74
C -2.85 -0.12 -2.02
C -0.87 -0.98 -2.99
H 0.80 1.89 3.42
H -3.41 -3.87 -0.73
H -2.90 -0.16 1.06
H -1.16 -0.15 6.65
H -3.43 -0.49 -2.87
H -4.50 -0.61 -0.67
H -0.52 0.04 -3.12
H 4.96 -3.69 -2.38
H -2.87 -2.62 -2.57
H -1.09 -4.02 0.21
H 0.43 6.56 -0.54
H -2.38 -3.98 1.41
H 0.17 1.77 5.80
H -2.38 0.81 -2.33
H -1.97 -2.87 3.06
H -4.43 1.02 -1.27
H -1.43 -1.29 -3.88
H 2.10 5.52 -2.05
H -2.62 3.21 0.48
H 2.43 2.19 0.56
H 6.17 0.77 -0.99
H 4.85 2.57 0.09
H 0.73 -2.94 -0.52
H -1.31 -3.09 -1.92
H -1.86 -1.92 5.08
H 2.61 -3.94 -1.66
H 1.00 -1.70 0.52
H -3.81 1.35 0.97
H -0.01 -1.63 -2.87
H -3.56 -2.28 -0.04
H 1.99 3.11 -2.56
H 6.19 -1.60 -1.95
H -1.36 5.15 0.43

***

# 3
7
Properties=species:S:1:pos:R:3 method="wB97M-V/def2-TZVPD" e_homo_ha="-0.3077 / -0.3074" molar_mass_da=96.1 e_lumo_ev="0.217 / 0.254" e_above_lowest_ev=3.053
S -1.48 -0.62 -1.14
F -2.22 1.04 0.91
F -0.68 -1.76 1.15
C -1.34 0.80 -0.03
C -0.33 -1.22 0.00
H 0.68 -0.96 0.18
H -0.40 1.35 0.04

***

# 4
17
Properties=species:S:1:pos:R:3 method="wB97M-V/def2-TZVPD" e_homo_ha="-0.2971 / -0.2913" molar_mass_da=119.6 e_lumo_ev="0.275 / -0.049" e_above_lowest_ev=4.625
Cl 0.30 2.45 2.66
N 1.48 0.05 2.02
C -0.88 -1.28 0.16
C -0.44 -0.26 -0.85
C -0.57 1.09 -0.32
C 0.82 -0.41 -1.73
C 0.80 1.07 1.82
H 1.54 0.24 -1.28
H 0.53 -0.04 -2.74
H 1.19 -1.43 -1.80
H -0.09 1.98 -0.77
H -1.26 -2.29 -0.29
H -1.66 1.31 0.03
H 1.62 -0.22 3.06
H -0.22 -1.11 0.99
H -1.29 -0.26 -1.56
H -1.86 -0.91 0.59

***

# 5
103
Properties=species:S:1:pos:R:3 method="wB97M-V/def2-TZVPD" e_homo_ha=-0.3215 molar_mass_da=672.0 e_lumo_ev=0.259
S 3.33 -0.60 -4.06
S 2.20 -0.41 5.71
S 5.43 4.00 -0.14
O 0.09 -0.57 0.62
O 2.36 0.54 -3.88
O 6.71 3.47 0.42
O 0.26 -4.87 2.30
O 0.12 -4.25 -2.43
O 2.37 -4.30 -2.44
O 1.74 0.62 6.70
O 0.75 0.99 2.05
O 1.89 0.65 0.12
O -3.96 -0.24 -1.28
N -1.75 2.36 1.27
N -2.12 -0.60 -2.57
N -1.40 -3.56 3.13
C -0.69 -0.82 -2.59
C -0.18 -3.78 2.61
C 0.68 -0.79 4.78
C -1.43 -4.22 -0.61
C 4.22 2.64 -0.25
C 1.18 -4.08 -4.51
C -1.96 1.06 2.00
C -4.00 2.09 0.14
C -5.10 2.86 -0.56
C 0.52 2.93 0.36
C 0.16 3.90 1.48
C -2.78 -0.55 -1.39
C -0.94 3.24 2.23
C 4.94 0.24 -4.04
C -2.32 -4.66 3.35
C -6.06 1.88 -1.27
C 1.31 -4.33 -3.02
C -3.06 3.03 0.92
C 0.00 -3.99 -1.01
C 5.65 4.22 -1.95
C 2.93 0.53 4.37
C -1.96 -2.25 3.33
C 3.39 -1.39 -2.39
C -2.71 -0.08 -3.79
C 0.90 0.32 1.00
C -0.80 2.20 0.10
H -0.71 1.15 -0.20
H -2.42 1.33 2.94
H 5.02 0.68 -5.03
H 0.17 0.12 4.46
H -0.57 2.63 3.05
H 2.82 -0.04 3.45
H -3.66 0.41 -3.59
H 3.89 2.28 0.72
H -5.55 1.28 -2.02
H 3.78 -0.68 -1.67
H -0.20 0.10 -2.91
H -5.68 3.46 0.14
H 0.65 -3.14 -4.71
H 2.34 -1.58 -2.20
H -1.68 -3.76 0.35
H -0.95 0.69 2.22
H -2.76 -2.15 2.59
H 5.37 5.24 -2.22
H -1.65 3.95 2.66
H 1.00 4.10 2.15
H -2.45 0.34 1.35
H -2.06 0.74 -4.13
H 3.96 -2.30 -2.52
H -1.84 -5.50 3.85
H -3.04 -4.39 4.14
H -1.25 -1.44 3.17
H -3.51 3.39 1.85
H -4.69 3.54 -1.31
H 0.27 -2.81 2.34
H -4.31 1.28 0.80
H 6.72 4.11 -2.11
H 2.37 1.46 4.33
H -2.70 3.88 0.35
H 0.29 -2.96 -0.81
H -2.83 -4.97 2.44
H 3.37 3.01 -0.82
H -3.36 1.59 -0.60
H 4.89 0.97 -3.23
H 0.71 -4.66 -0.53
H -0.44 -1.54 -3.37
H -0.03 -1.36 5.38
H 5.76 -0.46 -3.92
H 2.18 -3.91 -4.92
H 0.67 -4.89 -5.03
H -1.68 -5.28 -0.60
H -2.39 -2.18 4.33
H -6.52 1.18 -0.58
H -6.87 2.42 -1.76
H -0.32 -1.18 -1.64
H 1.28 2.23 0.70
H -2.78 -0.80 -4.60
H 0.84 3.44 -0.54
H 1.68 0.01 -0.57
H 4.64 1.75 -0.71
H 5.17 3.48 -2.59
H -2.09 -0.79 -0.57
H -0.18 4.87 1.12
H 3.99 0.69 4.57
H -1.26 2.56 -0.83
H 0.85 -1.30 3.83
H -2.14 -3.72 -1.29

***

# 6
103
Properties=species:S:1:pos:R:3 method="wB97M-V/def2-TZVPD" e_homo_ha=-0.3768 molar_mass_da=791.1 total_charge=+1 e_lumo_ev=-4.613
Cl -3.66 -0.97 -5.48
Cl -1.60 0.46 -1.52
Cl -1.35 4.91 -2.30
F 3.77 1.63 -3.25
F 3.55 1.16 -0.98
F 3.54 -0.98 -3.94
F 4.84 -0.77 -2.08
F 2.74 -1.59 -1.79
O 1.20 6.21 -6.66
O -5.63 -5.23 5.17
O -2.18 -2.79 3.54
O 1.83 -2.73 5.36
O 4.65 -3.14 1.83
O 1.72 3.31 -4.50
N -5.24 -2.41 4.20
N 2.71 -0.98 3.07
N 0.86 0.22 -3.61
N 3.34 5.07 -0.68
C -4.36 -1.62 3.33
C 4.27 -3.81 3.02
C 0.60 2.70 -3.84
C -2.45 -4.04 4.16
C 3.53 5.25 -6.43
C 1.02 -1.76 4.69
C 1.55 4.74 -4.68
C -0.89 2.11 -1.92
C -3.19 -2.34 2.64
C 2.75 -2.16 6.28
C 2.68 4.14 -1.53
C 1.38 3.35 -1.25
C 3.58 -2.47 1.17
C 3.49 -0.68 -2.56
C 3.06 0.87 -2.29
C -1.84 3.18 -1.93
C 1.47 0.92 -2.41
C -0.96 -0.30 -6.21
C -0.44 1.15 -5.75
C -6.61 -4.45 4.48
C -1.84 -1.07 -5.10
C 0.69 3.60 0.14
C 1.38 4.63 1.08
C -3.41 2.97 -1.63
C 0.36 1.18 -4.38
C 3.27 -1.07 1.72
C -5.49 -4.88 6.54
C 1.94 5.05 -6.23
C 2.67 5.30 0.56
C -5.94 -3.49 3.50
C 0.68 2.32 -2.27
C 1.41 -1.63 3.22
H -3.52 -3.16 1.99
H 3.96 4.57 -7.25
H 1.15 0.38 -1.44
H -6.46 -4.85 7.04
H 0.22 1.59 -6.58
H -1.49 -4.51 4.39
H -3.68 3.17 -0.54
H 3.76 6.32 -6.78
H 4.96 -4.65 3.16
H 0.52 5.15 -4.39
H -1.56 -2.18 -5.18
H -0.37 3.21 -4.22
H -2.97 -3.89 5.11
H 0.96 4.92 2.10
H 2.60 -0.55 1.03
H -4.98 -1.13 2.57
H -3.94 -0.83 3.96
H -3.94 3.80 -2.25
H 2.24 -1.47 6.96
H -1.33 1.88 -5.64
H -4.98 -3.93 6.66
H -7.27 -3.93 5.17
H 0.65 -1.04 2.70
H -6.71 -3.06 2.85
H -0.27 3.10 0.48
H 3.15 6.08 1.26
H -7.22 -5.16 3.92
H 2.34 5.28 -4.05
H 3.17 -2.97 6.88
H 1.67 4.11 -6.85
H 1.69 6.97 -6.26
H 1.03 -0.79 5.20
H -3.81 1.98 -2.04
H 4.39 -3.15 3.88
H 4.14 5.06 -5.49
H 3.26 -4.21 2.98
H 3.37 -1.41 3.72
H -0.09 -0.92 -6.63
H 0.82 -0.79 -3.82
H -1.66 -0.11 -7.11
H -0.01 -2.14 4.74
H -5.26 -4.08 2.88
H -2.70 -1.61 1.99
H -3.02 -4.71 3.51
H 4.21 -0.51 1.74
H -4.88 -5.65 7.03
H 1.42 -2.64 2.79
H -1.67 -0.63 -4.06
H -4.67 -2.81 4.94
H 3.18 3.95 -2.55
H 3.91 -2.34 0.13
H 3.56 -1.66 5.76
H 2.69 -3.11 1.11

***

# 7
62
Properties=species:S:1:pos:R:3 method="wB97M-V/def2-TZVPD" s_squared=3.785 e_homo_ha="-0.0803 / -0.1763" molar_mass_da=661.7 total_charge=-1 e_lumo_ev="2.353 / 2.352" spin_multiplicity=4 e_above_lowest_ev=1.349
Re 0.25 0.16 0.35
O 2.25 0.08 0.46
O 0.26 0.30 -3.69
O 4.32 1.38 3.88
O -0.05 2.14 0.55
O -1.14 -0.92 1.31
O 0.73 0.86 -1.57
O 0.46 -1.53 -0.56
N -1.63 0.65 -0.69
N 2.11 0.73 2.61
N -2.88 -3.86 -3.61
N -1.70 -1.95 -4.14
N 0.78 0.51 2.36
N -0.94 -3.26 -2.39
C -0.05 0.46 -2.52
C 0.02 0.42 3.48
C -1.89 -0.61 2.37
C -3.22 -1.01 2.38
C 2.82 0.52 1.56
C 4.95 1.15 2.72
C -2.89 -1.19 -4.51
C -1.80 -3.05 -3.33
C -2.16 0.21 4.64
C 5.00 0.51 0.39
C 6.37 0.69 0.35
C 0.93 3.07 0.91
C -1.32 0.03 3.50
C -1.51 0.21 -2.09
C -2.53 0.88 -3.01
C -3.47 -0.20 4.64
C 7.03 1.11 1.50
C -2.65 0.32 -4.44
C 4.27 0.73 1.56
C 6.33 1.33 2.67
C -4.02 -0.81 3.51
H 0.58 4.07 0.62
H -0.85 -1.40 -4.01
H -1.60 1.67 -0.58
H 8.11 1.26 1.48
H 0.49 0.77 4.39
H 1.88 2.89 0.39
H 1.13 3.07 1.99
H -3.39 -3.76 -4.46
H -2.44 0.25 -0.23
H -4.08 -0.04 5.52
H 6.83 1.66 3.57
H -1.65 -0.86 -2.07
H 6.91 0.52 -0.57
H -1.06 -4.18 -1.99
H -0.19 -2.04 -1.11
H -2.29 1.94 -3.08
H -1.76 0.58 -5.01
H -3.71 -1.44 -3.83
H -1.73 0.69 5.51
H -5.05 -1.14 3.51
H -3.51 0.80 -2.53
H -3.22 -1.45 -5.52
H -3.15 -4.57 -2.96
H 3.35 1.22 3.73
H -3.51 0.80 -4.91
H 4.45 0.19 -0.49
H -3.60 -1.53 1.51

***

# 8
66
Properties=species:S:1:pos:R:3 method="wB97M-V/def2-TZVPD" e_homo_ha=-0.4220 molar_mass_da=680.3 total_charge=+1 e_lumo_ev=-3.959 e_above_lowest_ev=0.000
Tl -0.25 0.55 0.37
S 2.34 0.93 2.14
S -0.12 3.22 1.40
S -0.88 0.30 3.25
Si 2.17 -1.17 -1.39
Si -0.79 -2.66 -0.73
O -2.14 2.23 -0.15
O -2.63 0.22 0.62
N -0.56 0.96 -2.11
C 1.87 0.73 3.89
C 0.65 -0.15 4.11
C -1.09 1.77 -3.03
C 2.91 -1.95 0.14
C -4.37 1.43 -0.49
C -0.61 -2.80 1.12
C 2.57 2.72 2.03
C -1.38 1.32 -4.31
C 2.63 -2.17 -2.90
C -1.39 3.01 2.67
C 2.76 0.59 -1.62
C 1.37 3.60 2.37
C -0.56 -0.84 -3.64
C 0.27 -1.15 -1.27
C -0.09 -4.15 -1.62
C -1.09 -0.01 -4.61
C -0.31 -0.31 -2.37
C -1.15 2.02 3.80
C -2.96 1.30 0.03
C -2.55 -2.42 -1.24
H 2.83 -1.30 1.00
H -3.15 -3.28 -0.91
H -4.37 1.08 -1.52
H -1.58 4.00 3.10
H 2.19 -1.75 -3.80
H 2.31 -3.21 -2.81
H -2.04 2.01 4.42
H 3.97 -2.14 -0.04
H 2.59 0.93 -2.64
H -2.65 -2.36 -2.33
H 0.95 -4.34 -1.38
H 2.24 1.29 -0.95
H 2.44 -2.91 0.38
H -4.68 2.47 -0.49
H 3.41 2.99 2.68
H 0.43 -0.20 5.17
H -2.26 2.72 2.08
H 2.88 2.88 1.00
H 1.64 4.63 2.13
H -2.98 -1.52 -0.79
H 0.43 -2.71 1.44
H -0.67 -5.03 -1.34
H -0.31 2.30 4.43
H -0.35 -1.88 -3.85
H 3.71 -2.16 -3.01
H 1.12 3.56 3.43
H 1.74 1.72 4.31
H -0.98 -3.77 1.47
H -1.31 2.78 -2.71
H 2.72 0.27 4.39
H 3.83 0.66 -1.42
H -1.20 -2.03 1.61
H -1.82 1.98 -5.04
H -1.29 -0.40 -5.60
H -5.06 0.82 0.09
H -0.18 -4.04 -2.71
H 0.84 -1.17 3.75

***

# 9
16
Properties=species:S:1:pos:R:3 method="wB97M-V/def2-TZVPD" e_homo_ha="-0.3298 / -0.3285" molar_mass_da=157.1 e_lumo_ev="-1.282 / -1.283" smiles="COP(N)OC.O=S" e_above_lowest_ev=2.949
S -3.99 -0.18 -0.34
P 0.22 0.32 -0.60
O 1.34 1.21 0.19
O 0.52 -1.10 0.22
O -4.49 1.05 0.28
N -1.14 0.81 0.28
C 2.70 1.28 -0.20
C -0.28 -2.24 -0.01
H -0.95 0.93 1.27
H -1.34 -1.98 -0.07
H 3.32 0.96 0.63
H 2.93 2.32 -0.44
H -0.12 -2.90 0.84
H -1.64 1.61 -0.08
H 0.01 -2.75 -0.93
H 2.91 0.66 -1.07

***

# 10
12
Properties=species:S:1:pos:R:3 method="wB97M-V/def2-TZVPD" e_homo_ha="-0.2788 / -0.3148" molar_mass_da=212.0 e_lumo_ev="-1.226 / -0.480" e_above_lowest_ev=2.910
I -4.33 0.30 -0.40
N -3.28 -2.02 0.27
N -2.12 -1.96 0.26
N -2.53 1.04 -0.07
N -0.06 -1.24 -0.70
C -0.99 -1.16 0.17
C 0.89 -0.14 -0.66
H 0.91 0.47 0.21
H -1.01 -0.59 1.10
H 1.81 -0.62 -0.95
H -2.34 1.11 0.86
H 0.48 0.68 -1.36

***

# 11
10
Properties=species:S:1:pos:R:3 method="wB97M-V/def2-TZVPD" e_homo_ha=-0.3404 molar_mass_da=58.1 e_lumo_ev=0.910 smiles="[H]/N=C(/C)N" e_above_lowest_ev=0.796
N -0.28 0.99 1.02
N 1.21 -0.53 -0.11
C 0.05 0.14 0.12
C -1.10 -0.41 -0.82
H 0.50 1.17 1.66
H -1.80 -0.89 -0.13
H 2.12 -0.33 0.24
H -0.80 -1.14 -1.52
H 1.38 -0.95 -1.10
H -1.61 0.47 -1.27

***

# 12
23
Properties=species:S:1:pos:R:3 method="wB97M-V/def2-TZVPD" s_squared=8.756 e_homo_ha="0.0150 / -0.0111" molar_mass_da=283.0 total_charge=-2 e_lumo_ev="4.705 / 4.565" spin_multiplicity=6
Mn 0.56 0.32 -0.05
P -1.98 1.12 0.27
O 1.35 -3.49 -0.01
O 1.76 0.72 -1.80
O 1.55 -1.43 0.81
O 1.67 1.88 0.87
O 0.16 -1.72 -0.76
O -0.88 1.41 -0.84
O -2.38 2.43 0.95
O -1.47 0.09 -3.02
O -0.87 -1.50 2.91
O -1.02 0.20 1.21
O -3.16 0.31 -0.25
C 1.00 -2.27 0.01
H -1.36 0.61 -2.16
H 1.21 2.73 0.96
H -1.38 -2.32 2.76
H 2.55 0.17 -1.87
H 1.63 1.08 -2.68
H 0.07 -1.76 2.96
H -0.97 -0.84 2.10
H -0.63 0.20 -3.48
H 2.58 2.05 1.12